Density functional theory data (wB97M-V/def2-TZVPD) for a cluster of 14 separate species, C56H154N14O14 in total at a distorted geometry.

Values from the calculation:
**DFT total energy**: -4045.324079 Ha
**Highest occupied orbital energy**: -8.980 eV
**Orbital gap**: 9.09 eV
**ΔE to the lowest compared entry with this formula, charge and spin**: 270.33 kcal/mol

Bonds (Å) are listed after each position.
CARTESIAN COORDINATES (ANGSTROEM)
1 C 1.71 1.18 9.88  C2 1.495, H7 1.090, H8 1.090, H9 1.090
2 C 0.43 1.90 9.60  C1 1.495, C3 1.518, N6 1.452, H10 1.090
3 C -0.56 1.19 8.69  C2 1.518, O4 1.518, H11 1.090, H12 1.090
4 O 0.01 1.16 7.28  C3 1.518, C5 1.435
5 C -0.37 -0.07 6.65  O4 1.435, H13 1.090, H14 1.090, H15 1.090
6 N -0.10 2.33 10.89  C2 1.452, H16 1.010, H17 1.010
7 H 2.29 1.20 8.96  C1 1.090
8 H 1.43 0.15 10.09  C1 1.090
9 H 2.17 1.66 10.75  C1 1.090
10 H 0.71 2.84 9.14  C2 1.090
11 H -1.49 1.74 8.81  C3 1.090
12 H -0.80 0.21 9.11  C3 1.090
13 H 0.16 -0.05 5.70  C5 1.090
14 H -1.45 -0.08 6.50  C5 1.090
15 H -0.04 -0.93 7.23  C5 1.090
16 H -0.25 1.57 11.54  N6 1.010
17 H 0.56 3.02 11.21  N6 1.010
18 C 5.11 -2.31 -5.43  C19 1.520, H24 1.090, H25 1.090, H26 1.090
19 C 6.03 -2.28 -4.23  C18 1.520, C20 1.552, N23 1.452, H27 1.090
20 C 7.51 -2.47 -4.65  C19 1.552, O21 1.351, H28 1.090, H29 1.090
21 O 7.86 -3.71 -5.06  C20 1.351, C22 1.393
22 C 9.23 -3.94 -5.17  O21 1.393, H30 1.090, H31 1.090, H32 1.090
23 N 5.67 -1.05 -3.54  C19 1.452, H33 1.010, H34 1.010
24 H 5.18 -1.52 -6.18  C18 1.090
25 H 4.06 -2.57 -5.30  C18 1.090
26 H 5.30 -3.12 -6.13  C18 1.090
27 H 5.66 -3.07 -3.58  C19 1.090
28 H 8.01 -2.20 -3.71  C20 1.090
29 H 7.88 -1.83 -5.45  C20 1.090
30 H 9.38 -4.93 -5.61  C22 1.090
31 H 9.71 -4.01 -4.19  C22 1.090
32 H 9.77 -3.18 -5.74  C22 1.090
33 H 6.30 -0.87 -2.77  N23 1.010
34 H 5.96 -0.26 -4.09  N23 1.010
35 C -8.04 5.20 4.75  C36 1.633, H41 1.090, H42 1.090, H43 1.090
36 C -6.51 5.71 5.05  C35 1.633, C37 1.558, N40 1.479, H44 1.090
37 C -6.46 6.52 6.38  C36 1.558, O38 1.436, H45 1.090, H46 1.090
38 O -7.22 7.72 6.17  C37 1.436, C39 1.347
39 C -7.36 8.59 7.19  O38 1.347, H47 1.090, H48 1.090, H49 1.090
40 N -5.74 4.45 5.14  C36 1.479, H50 1.010, H51 1.010
41 H -8.77 6.00 4.83  C35 1.090
42 H -8.43 4.56 5.54  C35 1.090
43 H -8.09 4.69 3.79  C35 1.090
44 H -6.06 6.32 4.28  C36 1.090
45 H -5.50 6.98 6.63  C37 1.090
46 H -6.73 5.94 7.26  C37 1.090
47 H -6.50 9.24 7.04  C39 1.090
48 H -7.41 8.00 8.11  C39 1.090
49 H -8.27 9.14 6.93  C39 1.090
50 H -4.88 4.69 5.62  N40 1.010
51 H -5.52 4.00 4.26  N40 1.010
52 C -0.85 -5.20 1.32  C53 1.490, H58 1.090, H59 1.090, H60 1.090
53 C -0.20 -5.63 2.58  C52 1.490, C54 1.566, N57 1.530, H61 1.090
54 C 0.72 -6.89 2.41  C53 1.566, O55 1.426, H62 1.090, H63 1.090
55 O -0.16 -8.01 2.35  C54 1.426, C56 1.439
56 C 0.32 -9.04 1.46  O55 1.439, H64 1.090, H65 1.090, H66 1.090
57 N 0.54 -4.38 3.07  C53 1.530, H67 1.010, H68 1.010
58 H -1.63 -4.45 1.44  C52 1.090
59 H -1.27 -6.10 0.86  C52 1.090
60 H -0.05 -4.99 0.61  C52 1.090
61 H -0.93 -5.89 3.35  C53 1.090
62 H 1.52 -7.04 3.13  C54 1.090
63 H 1.31 -6.65 1.52  C54 1.090
64 H -0.45 -9.80 1.37  C56 1.090
65 H 1.08 -9.57 2.04  C56 1.090
66 H 0.61 -8.72 0.46  C56 1.090
67 H 1.00 -4.55 3.95  N57 1.010
68 H 1.27 -4.13 2.42  N57 1.010
69 C -4.10 -6.79 -7.19  C70 1.591, H75 1.090, H76 1.090, H77 1.090
70 C -4.49 -7.32 -5.74  C69 1.591, C71 1.603, N74 1.449, H78 1.090
71 C -4.80 -6.13 -4.72  C70 1.603, O72 1.472, H79 1.090, H80 1.090
72 O -3.56 -5.34 -4.67  C71 1.472, C73 1.447
73 C -3.76 -4.09 -3.97  O72 1.447, H81 1.090, H82 1.090, H83 1.090
74 N -5.66 -8.17 -5.89  C70 1.449, H84 1.010, H85 1.010
75 H -3.14 -6.27 -7.12  C69 1.090
76 H -4.78 -6.16 -7.76  C69 1.090
77 H -3.74 -7.62 -7.80  C69 1.090
78 H -3.72 -7.95 -5.30  C70 1.090
79 H -5.04 -6.52 -3.73  C71 1.090
80 H -5.69 -5.55 -4.98  C71 1.090
81 H -4.48 -3.55 -4.60  C73 1.090
82 H -2.85 -3.51 -4.08  C73 1.090
83 H -4.13 -4.11 -2.95  C73 1.090
84 H -5.62 -8.67 -5.01  N74 1.010
85 H -5.55 -8.86 -6.62  N74 1.010
86 C 4.40 0.58 3.41  C87 1.587, H92 1.090, H93 1.090, H94 1.090
87 C 5.59 1.62 3.40  C86 1.587, C88 1.575, N91 1.512, H95 1.090
88 C 6.41 1.78 2.06  C87 1.575, O89 1.429, H96 1.090, H97 1.090
89 O 6.75 0.47 1.59  C88 1.429, C90 1.472
90 C 8.14 0.10 1.92  O89 1.472, H98 1.090, H99 1.090, H100 1.090
91 N 4.99 2.88 3.99  C87 1.512, H101 1.010, H102 1.010
92 H 3.87 0.52 4.36  C86 1.090
93 H 4.88 -0.37 3.18  C86 1.090
94 H 3.64 0.78 2.65  C86 1.090
95 H 6.34 1.27 4.11  C87 1.090
96 H 7.27 2.45 2.09  C88 1.090
97 H 5.74 2.24 1.34  C88 1.090
98 H 8.28 0.35 2.97  C90 1.090
99 H 8.80 0.72 1.31  C90 1.090
100 H 8.37 -0.95 1.75  C90 1.090
101 H 4.42 2.69 4.80  N91 1.010
102 H 4.43 3.40 3.33  N91 1.010
103 C 2.75 -10.34 -5.59  C104 1.529, H109 1.090, H110 1.090, H111 1.090
104 C 1.49 -9.57 -5.99  C103 1.529, C105 1.559, N108 1.495, H112 1.090
105 C 1.81 -8.05 -6.10  C104 1.559, O106 1.426, H113 1.090, H114 1.090
106 O 1.76 -7.42 -4.82  C105 1.426, C107 1.432
107 C 0.60 -6.59 -4.66  O106 1.432, H115 1.090, H116 1.090, H117 1.090
108 N 1.11 -10.16 -7.31  C104 1.495, H118 1.010, H119 1.010
109 H 3.39 -9.74 -4.94  C103 1.090
110 H 3.54 -10.70 -6.25  C103 1.090
111 H 2.31 -11.15 -5.01  C103 1.090
112 H 0.77 -9.88 -5.23  C104 1.090
113 H 0.98 -7.66 -6.69  C105 1.090
114 H 2.63 -7.69 -6.72  C105 1.090
115 H 0.53 -5.94 -5.53  C107 1.090
116 H 0.77 -5.99 -3.77  C107 1.090
117 H -0.26 -7.26 -4.71  C107 1.090
118 H 0.35 -9.71 -7.79  N108 1.010
119 H 1.96 -10.19 -7.86  N108 1.010
120 C 5.73 -5.18 2.03  C121 1.549, H126 1.090, H127 1.090, H128 1.090
121 C 5.48 -5.09 0.50  C120 1.549, C122 1.573, N125 1.491, H129 1.090
122 C 5.21 -6.43 -0.28  C121 1.573, O123 1.454, H130 1.090, H131 1.090
123 O 6.47 -7.15 -0.24  C122 1.454, C124 1.487
124 C 6.35 -8.53 -0.79  O123 1.487, H132 1.090, H133 1.090, H134 1.090
125 N 4.44 -4.05 0.30  C121 1.491, H135 1.010, H136 1.010
126 H 6.37 -6.01 2.33  C120 1.090
127 H 4.82 -5.59 2.46  C120 1.090
128 H 5.94 -4.23 2.52  C120 1.090
129 H 6.37 -4.78 -0.05  C121 1.090
130 H 4.85 -6.44 -1.30  C122 1.090
131 H 4.36 -6.97 0.15  C122 1.090
132 H 7.36 -8.92 -0.67  C124 1.090
133 H 6.10 -8.51 -1.85  C124 1.090
134 H 5.72 -9.24 -0.25  C124 1.090
135 H 4.20 -4.06 -0.69  N125 1.010
136 H 5.03 -3.24 0.41  N125 1.010
137 C -5.72 -2.28 5.43  C138 1.511, H143 1.090, H144 1.090, H145 1.090
138 C -6.22 -0.95 4.93  C137 1.511, C139 1.606, N142 1.505, H146 1.090
139 C -7.72 -1.08 4.37  C138 1.606, O140 1.452, H147 1.090, H148 1.090
140 O -7.70 -1.78 3.10  C139 1.452, C141 1.444
141 C -7.04 -1.15 1.99  O140 1.444, H149 1.090, H150 1.090, H151 1.090
142 N -6.04 0.02 6.06  C138 1.505, H152 1.010, H153 1.010
143 H -4.71 -2.15 5.82  C137 1.090
144 H -5.65 -2.92 4.55  C137 1.090
145 H -6.25 -2.75 6.26  C137 1.090
146 H -5.70 -0.52 4.07  C138 1.090
147 H -8.09 -0.07 4.16  C139 1.090
148 H -8.52 -1.56 4.93  C139 1.090
149 H -5.98 -1.40 2.04  C141 1.090
150 H -7.03 -0.06 1.95  C141 1.090
151 H -7.53 -1.39 1.04  C141 1.090
152 H -6.22 1.00 5.85  N142 1.010
153 H -5.06 0.10 6.28  N142 1.010
154 C -2.88 2.71 -0.69  C155 1.511, H160 1.090, H161 1.090, H162 1.090
155 C -2.65 1.49 0.16  C154 1.511, C156 1.497, N159 1.457, H163 1.090
156 C -1.33 0.79 -0.02  C155 1.497, O157 1.385, H164 1.090, H165 1.090
157 O -1.18 0.51 -1.37  C156 1.385, C158 1.455
158 C 0.09 -0.14 -1.66  O157 1.455, H166 1.090, H167 1.090, H168 1.090
159 N -2.97 1.89 1.53  C155 1.457, H169 1.010, H170 1.010
160 H -2.40 3.60 -0.30  C154 1.090
161 H -3.93 2.99 -0.63  C154 1.090
162 H -2.70 2.64 -1.76  C154 1.090
163 H -3.38 0.75 -0.16  C155 1.090
164 H -1.30 -0.16 0.51  C156 1.090
165 H -0.50 1.36 0.39  C156 1.090
166 H 0.32 -0.96 -0.98  C158 1.090
167 H 0.90 0.58 -1.73  C158 1.090
168 H 0.07 -0.72 -2.58  C158 1.090
169 H -2.81 1.20 2.25  N159 1.010
170 H -2.48 2.70 1.87  N159 1.010
171 C 0.45 5.60 4.07  C172 1.542, H177 1.090, H178 1.090, H179 1.090
172 C -0.04 6.14 5.43  C171 1.542, C173 1.492, N176 1.439, H180 1.090
173 C -0.37 7.60 5.49  C172 1.492, O174 1.404, H181 1.090, H182 1.090
174 O -1.02 7.96 6.68  C173 1.404, C175 1.427
175 C -0.05 8.05 7.73  O174 1.427, H183 1.090, H184 1.090, H185 1.090
176 N -1.20 5.37 5.79  C172 1.439, H186 1.010, H187 1.010
177 H 0.71 4.54 4.06  C171 1.090
178 H 1.43 6.07 3.95  C171 1.090
179 H -0.20 5.83 3.23  C171 1.090
180 H 0.70 5.98 6.21  C172 1.090
181 H -1.02 7.85 4.66  C173 1.090
182 H 0.47 8.26 5.26  C173 1.090
183 H 0.93 8.40 7.41  C175 1.090
184 H -0.04 7.18 8.38  C175 1.090
185 H -0.49 8.72 8.47  C175 1.090
186 H -0.69 4.50 5.86  N176 1.010
187 H -1.49 5.68 6.71  N176 1.010
188 C 1.12 9.58 -2.39  C189 1.455, H194 1.090, H195 1.090, H196 1.090
189 C -0.15 9.40 -1.71  C188 1.455, C190 1.545, N193 1.463, H197 1.090
190 C -0.03 8.98 -0.23  C189 1.545, O191 1.418, H198 1.090, H199 1.090
191 O -1.17 8.24 0.18  C190 1.418, C192 1.440
192 C -2.41 8.95 0.30  O191 1.440, H200 1.090, H201 1.090, H202 1.090
193 N -0.87 10.67 -1.84  C189 1.463, H203 1.010, H204 1.010
194 H 1.66 8.63 -2.36  C188 1.090
195 H 1.70 10.26 -1.76  C188 1.090
196 H 0.98 10.04 -3.37  C188 1.090
197 H -0.71 8.69 -2.32  C189 1.090
198 H 0.15 9.87 0.38  C190 1.090
199 H 0.86 8.37 -0.13  C190 1.090
200 H -2.81 9.28 -0.66  C192 1.090
201 H -2.27 9.84 0.91  C192 1.090
202 H -3.06 8.24 0.81  C192 1.090
203 H -1.85 10.54 -1.62  N193 1.010
204 H -0.76 11.03 -2.77  N193 1.010
205 C 5.98 4.09 -5.96  C206 1.530, H211 1.090, H212 1.090, H213 1.090
206 C 5.53 4.08 -4.50  C205 1.530, C207 1.579, N210 1.431, H214 1.090
207 C 4.02 3.78 -4.13  C206 1.579, O208 1.473, H215 1.090, H216 1.090
208 O 3.44 4.69 -3.13  C207 1.473, C209 1.462
209 C 2.32 4.13 -2.36  O208 1.462, H217 1.090, H218 1.090, H219 1.090
210 N 6.35 3.11 -3.85  C206 1.431, H220 1.010, H221 1.010
211 H 5.23 4.59 -6.58  C205 1.090
212 H 6.07 3.11 -6.43  C205 1.090
213 H 6.88 4.68 -6.10  C205 1.090
214 H 5.85 5.03 -4.07  C206 1.090
215 H 3.90 2.86 -3.56  C207 1.090
216 H 3.32 3.66 -4.96  C207 1.090
217 H 1.51 3.82 -3.02  C209 1.090
218 H 1.95 5.06 -1.93  C209 1.090
219 H 2.61 3.39 -1.61  C209 1.090
220 H 7.29 3.48 -3.85  N210 1.010
221 H 6.11 3.04 -2.87  N210 1.010
222 C -5.15 2.47 -10.24  C223 1.515, H228 1.090, H229 1.090, H230 1.090
223 C -5.15 1.04 -9.74  C222 1.515, C224 1.581, N227 1.452, H231 1.090
224 C -4.94 0.97 -8.17  C223 1.581, O225 1.466, H232 1.090, H233 1.090
225 O -3.59 1.34 -7.71  C224 1.466, C226 1.433
226 C -3.52 1.46 -6.29  O225 1.433, H234 1.090, H235 1.090, H236 1.090
227 N -6.44 0.50 -10.14  C223 1.452, H237 1.010, H238 1.010
228 H -5.12 2.64 -11.31  C222 1.090
229 H -4.20 2.78 -9.79  C222 1.090
230 H -5.90 2.98 -9.64  C222 1.090
231 H -4.39 0.36 -10.12  C223 1.090
232 H -5.14 -0.05 -7.84  C224 1.090
233 H -5.68 1.55 -7.62  C224 1.090
234 H -4.14 2.28 -5.91  C226 1.090
235 H -2.51 1.49 -5.90  C226 1.090
236 H -3.88 0.50 -5.92  C226 1.090
237 H -7.15 0.97 -9.60  N227 1.010
238 H -6.44 -0.48 -9.87  N227 1.010